The following is a DFT calculation (wB97M-V/def2-TZVPD) of C46H42HfN8Si as an isolated structure.

Geometry as XYZ:
```
98
Properties=species:S:1:pos:R:3:forces:R:3:lowdin_charge:R:1
H -4.335 1.420 -2.488 0.0 0.0 0.0 0.09
C -6.088 3.526 0.225 -0.1 0.1 0.0 -0.07
C -2.272 -3.341 -1.841 0.0 0.1 0.1 -0.15
C 1.765 3.042 1.130 0.1 0.2 0.0 -0.16
N 2.384 0.486 -4.660 0.0 -0.1 0.1 0.15
H 3.221 0.453 -5.218 0.0 0.0 0.0 0.17
C 2.689 -4.038 -0.638 0.2 -0.1 -0.1 -0.24
H 1.971 -7.355 -0.684 0.0 0.0 0.0 0.13
H 2.224 4.047 4.871 0.0 0.0 0.0 0.13
C -6.609 3.473 -1.060 0.1 0.0 0.0 -0.07
C 2.076 -2.750 -0.511 0.0 0.1 0.2 -0.10
C -1.414 -3.489 0.537 -0.1 0.0 -0.1 -0.16
C 0.281 0.554 -4.092 -0.2 0.0 -0.1 -0.10
H -3.457 -3.726 -0.057 0.0 0.0 0.0 0.11
C 2.093 4.884 -0.859 0.1 0.1 0.1 0.00
H 6.415 0.409 -1.284 0.0 0.0 0.0 0.13
C -1.881 1.976 3.991 0.1 0.0 0.1 -0.08
H 1.236 -0.648 4.833 0.0 0.0 0.0 0.13
C 2.302 0.487 -3.316 -0.2 0.0 -0.4 -0.26
C -2.684 -0.535 -0.906 -0.2 0.2 0.3 -0.23
H -2.760 -0.295 -1.972 0.0 0.0 0.0 0.08
H -4.543 2.866 1.547 0.0 0.0 0.0 0.10
C 2.214 4.720 2.862 0.0 0.0 0.2 0.01
C 1.599 2.056 2.162 0.0 0.1 0.2 -0.16
H -1.196 -1.696 -2.739 0.0 0.1 0.0 0.11
C 3.379 0.480 -2.358 0.4 0.1 0.2 -0.27
H -1.231 1.990 -1.744 0.0 -0.1 0.0 0.01
C -2.601 1.019 1.880 -0.1 0.0 -0.2 -0.27
C 1.936 -5.214 -0.605 0.0 0.1 0.0 -0.01
H -6.588 4.111 0.986 0.0 0.0 0.0 0.11
H -0.416 -3.803 0.236 0.0 0.0 0.0 0.07
N 4.709 0.404 -2.591 -0.1 -0.1 -0.1 0.14
C 4.076 -4.121 -0.801 0.0 0.0 0.0 -0.02
Hf 0.626 0.353 -0.499 1.7 1.2 -0.3 1.73
C 3.936 -6.517 -0.873 -0.2 0.2 0.0 -0.21
C -2.471 -3.983 -0.450 0.1 0.1 0.0 -0.16
C 2.067 4.369 1.483 0.0 -0.2 -0.1 -0.12
N 1.030 0.531 -2.940 0.2 -0.1 1.2 0.02
H -0.876 2.776 -0.226 0.1 0.0 0.0 0.00
C 4.577 -7.794 -0.965 0.1 -0.2 0.0 -0.17
C -1.463 -1.972 0.638 0.1 -0.1 0.1 -0.18
H -0.224 -2.698 -1.675 0.0 0.1 0.0 0.08
H 4.448 0.615 0.628 0.0 0.0 0.0 0.12
C 1.109 0.522 -5.168 -0.2 0.0 0.1 -0.03
H -0.650 -1.619 1.281 -0.1 0.0 0.0 0.07
N 1.631 2.647 -0.153 -0.5 -0.3 -0.1 0.00
C 1.344 0.145 4.108 0.1 0.1 0.1 0.00
C 1.188 -0.135 2.753 0.0 -0.2 -0.1 -0.10
Si -2.701 1.141 0.002 0.1 0.0 -0.3 0.62
H 0.905 0.527 -6.225 0.0 0.0 0.0 0.14
N 1.292 0.785 1.802 -0.4 -0.2 -0.9 0.03
H -4.106 -0.509 2.064 0.0 0.0 0.0 0.11
H 2.438 5.749 3.112 0.0 0.0 0.0 0.13
H -0.795 0.593 -4.076 0.0 0.0 0.0 0.12
H -3.545 -1.168 -0.667 0.1 -0.1 -0.1 0.10
H -1.597 -3.907 1.528 0.0 0.0 0.0 0.13
H 2.212 5.571 -1.684 0.0 0.0 0.0 0.12
C -1.206 -2.248 -1.796 -0.1 -0.3 -0.2 -0.21
H -1.301 2.715 4.530 0.0 0.0 0.0 0.11
H 1.656 3.192 -2.125 0.0 0.0 0.0 0.11
N -1.407 -1.273 -0.692 0.5 0.7 0.0 -0.25
H -2.394 -1.697 1.129 0.0 0.1 0.0 0.09
H -7.508 4.023 -1.306 0.0 0.0 0.0 0.11
H 2.460 6.331 0.676 0.0 0.0 0.0 0.14
N 3.142 0.579 -1.065 -0.8 -0.3 -0.4 0.02
C 4.697 -5.349 -0.920 0.0 -0.1 0.0 -0.01
H 5.769 -5.417 -1.044 0.0 0.0 0.0 0.13
C -3.448 0.170 2.598 0.0 0.0 0.0 -0.10
H -2.761 1.144 5.765 0.0 0.0 0.0 0.11
C 1.632 1.432 4.487 0.0 -0.1 -0.1 0.03
C -1.826 1.927 2.604 0.0 0.0 -0.1 -0.11
C 4.357 0.558 -0.444 0.1 0.0 0.2 -0.09
C -2.706 1.103 4.685 0.0 0.0 -0.1 -0.07
H 4.661 -3.211 -0.821 0.0 0.0 0.0 0.11
C -4.277 2.055 -0.428 0.2 -0.1 0.1 -0.24
H -6.382 2.659 -3.031 0.0 0.0 0.0 0.11
H -1.201 2.643 2.078 0.0 0.0 0.0 0.09
C -3.490 0.198 3.983 -0.1 -0.1 0.0 -0.06
C 1.566 -1.649 -0.370 -0.4 -0.6 0.0 -0.16
H -4.157 -0.469 4.515 0.0 0.0 0.0 0.11
C -4.819 2.012 -1.716 0.1 0.0 0.0 -0.10
H -3.215 -2.935 -2.209 0.0 0.0 0.0 0.11
H -1.947 -4.085 -2.569 0.0 0.0 0.0 0.12
C 2.088 3.787 3.829 0.0 0.2 0.0 0.01
C -1.080 1.796 -0.669 -0.7 -0.1 0.4 -0.38
C 2.552 -6.445 -0.718 0.1 0.0 0.0 0.00
C 1.790 3.545 -1.108 0.0 -0.1 -0.1 -0.11
C -5.973 2.711 -2.030 0.0 0.0 -0.1 -0.08
C -4.935 2.823 0.537 0.1 -0.1 0.0 -0.09
H 0.999 -1.150 2.424 0.0 0.0 0.0 0.10
C 1.778 2.428 3.504 -0.1 -0.2 -0.2 -0.13
C 2.228 5.300 0.442 0.0 -0.1 -0.1 0.03
C 5.345 0.449 -1.379 0.0 0.0 0.2 -0.03
N 5.091 -8.819 -1.026 0.0 0.1 0.0 0.19
H 1.755 1.692 5.531 0.0 0.0 0.0 0.14
H 0.863 -5.168 -0.488 0.0 0.0 0.0 0.10
H -2.435 -5.070 -0.520 0.0 0.0 0.0 0.11
H 5.173 0.293 -3.477 0.0 0.0 0.0 0.17
```
Positions in Å, forces in eV/Å.

Computed properties:
Net charge: +2
Orbital gap in eV: 7.04

---

The following is a DFT calculation (wB97M-V/def2-TZVPD) of C4H6N2O in the gas phase.

Geometry as XYZ:
```
13
Properties=species:S:1:pos:R:3:forces:R:3:lowdin_charge:R:1
H 1.136 -1.678 -1.455 -0.1 0.1 -0.1 0.09
H -0.001 -1.658 0.833 0.1 0.2 0.0 0.11
H 0.554 -1.009 -3.004 0.0 -0.1 0.1 0.09
H -0.626 -1.577 -1.791 0.1 0.0 -0.1 0.10
C -0.052 0.423 -0.187 -0.2 0.2 0.0 -0.39
C -0.076 -0.575 0.918 0.0 0.1 0.2 -0.08
N -0.356 1.584 0.243 0.1 -0.2 -0.2 0.13
C -0.358 1.433 1.674 0.0 0.3 0.1 -0.26
C 0.345 -1.091 -1.937 0.0 -0.3 -0.1 -0.08
O 0.313 0.238 -1.459 -0.2 0.1 0.0 -0.05
N -0.250 0.024 2.036 0.2 0.0 -0.5 0.08
H 0.557 1.981 1.917 0.1 -0.2 0.7 0.13
H -1.184 1.906 2.213 0.0 -0.1 -0.3 0.12
```
Positions in Å, forces in eV/Å.

Computed properties:
SMILES: COC1=NCN=C1
Orbital gap in eV: 10.50

---

The following is a DFT calculation (wB97M-V/def2-TZVPD) of C5H13NO2 as an isolated structure.

Geometry as XYZ:
```
21
Properties=species:S:1:pos:R:3:forces:R:3:lowdin_charge:R:1
C -0.763 -0.323 -0.759 -3.0 0.2 1.1 -0.54
H -1.208 1.323 -2.041 0.0 -0.2 0.2 0.10
C 1.040 -0.765 0.599 -1.4 0.4 0.7 -0.31
H -2.880 0.129 -0.026 -0.1 0.0 0.1 0.11
H 0.775 -1.597 1.257 0.2 -0.1 0.1 0.13
N 1.508 0.352 1.351 0.1 0.2 0.2 0.03
H -2.263 1.928 1.075 0.2 -0.2 0.0 0.09
H 2.912 -1.605 -0.039 -0.2 0.0 0.1 0.09
H 2.286 -0.372 -1.123 -0.1 0.0 0.0 0.07
H 0.800 0.742 1.963 0.1 -0.1 0.0 0.07
H -2.144 -0.845 1.269 0.2 -0.1 -0.1 0.11
O -1.065 -1.311 -1.421 0.6 0.3 0.5 -0.02
C 1.992 -1.208 -0.481 -0.4 0.1 -0.3 -0.08
H 1.868 1.096 0.765 0.0 -0.1 0.0 0.08
H 0.508 0.924 -1.926 0.0 0.0 -0.2 0.08
O -1.813 1.163 1.454 0.1 0.2 -0.1 -0.08
H -0.260 1.802 -0.610 -0.1 -0.1 0.1 0.07
H 1.527 -1.976 -1.101 0.0 0.0 0.0 0.08
C -2.021 0.039 0.641 0.3 -0.3 -1.5 -0.16
C -0.416 1.018 -1.352 0.9 0.0 0.2 -0.03
H -0.384 -0.516 0.503 2.6 -0.4 -1.1 0.12
```
Positions in Å, forces in eV/Å.

Computed properties:
Orbital gap in eV: 8.05

---

The following is a DFT calculation (wB97M-V/def2-TZVPD) of C62H63HgN5O6SSbTe as an isolated structure.

Geometry as XYZ:
```
140
Properties=species:S:1:pos:R:3:forces:R:3:lowdin_charge:R:1
C -2.830 -2.352 4.996 0.0 0.1 0.0 -0.06
C -4.087 -2.813 1.049 -0.1 0.0 -0.2 -0.18
N -2.238 -1.372 0.478 -0.4 -0.4 -0.1 -0.27
H -2.021 -2.575 -7.732 0.0 0.0 0.0 0.10
H 0.262 4.946 2.324 0.0 0.0 0.0 0.11
H 2.640 -1.598 6.525 0.0 0.0 0.0 0.11
C 1.355 2.531 -3.771 -0.3 -0.1 0.0 -0.32
C -1.726 -0.624 -6.896 0.0 0.0 0.0 -0.06
C 5.138 -0.410 -5.058 0.0 0.1 0.0 -0.07
C 0.552 -4.077 4.448 -0.1 0.0 -0.1 -0.33
C 3.855 0.872 -3.015 0.0 -0.1 -0.1 -0.16
H 2.380 4.919 -5.931 0.0 0.0 0.0 0.11
H 0.068 2.615 1.451 0.0 0.0 0.0 0.09
H 1.387 1.365 -6.190 0.0 0.0 -0.1 0.03
C -3.444 -1.785 0.149 0.2 0.2 -0.2 -0.75
C -0.594 -2.592 -6.126 0.0 -0.1 0.0 -0.10
H -3.678 -2.396 5.680 0.0 0.0 0.0 0.08
H -0.965 2.199 -6.668 0.0 0.0 0.0 0.08
H -3.592 -0.127 6.311 0.0 0.0 0.0 0.10
C -4.402 1.363 1.783 0.0 0.1 -0.1 0.01
H -3.138 -1.785 -2.641 0.0 -0.1 0.2 0.02
H 4.307 5.111 0.937 0.0 0.0 0.0 0.10
C 1.256 -1.824 4.904 0.0 0.1 -0.1 -0.29
C 3.310 -2.302 1.905 0.0 0.0 0.0 -0.07
H 1.396 -5.591 5.710 0.0 0.0 0.0 0.10
C 1.313 3.316 -2.625 -0.1 0.0 0.0 -0.16
C 1.354 -4.528 5.492 0.0 0.0 0.1 -0.03
C 2.044 -2.301 5.948 0.0 -0.1 0.0 -0.03
H 0.512 0.181 5.156 0.0 0.0 0.0 0.08
C -1.447 0.727 3.245 0.0 0.1 -0.2 -0.17
N -1.962 -3.440 -2.821 0.1 0.0 0.1 -0.05
C 1.920 2.312 -6.244 0.0 0.1 0.1 -0.06
C -1.934 1.749 4.043 0.0 0.1 0.1 -0.12
C 0.997 3.166 1.375 -0.1 -0.1 0.0 -0.05
C -0.123 -0.439 -5.123 0.1 0.2 0.4 -0.36
O -1.465 2.018 -2.448 0.0 -0.8 0.2 -0.15
H 2.084 -0.722 -6.361 0.0 0.0 -0.1 0.05
C -1.489 -1.984 -6.997 0.0 0.0 0.0 -0.09
H 0.112 -5.094 2.601 -0.1 0.0 0.0 0.06
C 2.088 2.574 0.764 0.1 -0.2 -0.2 -0.37
H 0.750 -2.295 -4.494 0.0 -0.1 0.0 0.09
C -1.679 -0.606 3.561 -0.1 0.0 -0.1 -0.43
C 2.303 5.154 1.705 0.0 0.1 0.0 -0.08
H -5.891 -1.684 1.233 0.0 0.0 0.0 0.11
H 2.859 -2.215 -5.862 0.0 0.0 0.0 0.08
C 0.473 -2.708 4.146 0.1 0.0 -0.1 -0.37
C -2.742 5.694 0.022 -0.1 0.1 0.1 -0.52
C 2.101 -3.650 6.264 0.0 0.0 0.0 -0.29
C -3.662 2.323 0.925 -0.1 0.0 0.1 -0.34
C -2.956 4.233 0.067 0.1 -0.1 -0.1 -0.09
C 5.236 0.913 -3.079 0.1 0.1 0.1 -0.10
H 2.207 6.306 -3.900 0.0 0.0 0.0 0.10
C -4.105 -4.984 2.102 0.0 0.0 -0.1 -0.10
C 1.300 -0.348 4.614 0.0 0.0 0.0 -0.06
H 5.800 1.467 -2.337 0.0 0.0 0.0 0.10
C -2.551 3.176 -0.713 0.0 0.2 0.1 -0.13
H 4.031 1.484 2.102 0.0 0.0 0.0 0.09
C -5.387 -2.604 1.498 0.0 0.0 0.1 -0.04
H -0.429 -3.661 -6.167 0.0 0.0 0.0 0.10
C 3.742 -0.445 -5.012 0.0 0.0 0.0 -0.30
O -4.131 -1.406 -0.848 -0.1 -0.2 0.1 -0.13
Sb 0.911 0.437 -3.420 0.8 0.2 -0.5 1.59
C -2.484 -0.928 4.660 0.0 -0.1 -0.1 -0.29
H -2.457 -4.203 0.977 0.0 0.1 0.0 0.08
C 3.834 0.424 2.035 0.0 0.1 0.0 -0.08
C 3.076 0.195 -3.958 -0.3 -0.3 0.0 -0.27
C 4.536 -0.461 2.842 0.0 0.0 0.0 -0.08
H -1.285 -4.865 3.648 0.0 0.0 -0.1 0.05
H -0.074 -6.098 4.045 0.0 0.0 0.0 0.07
H 2.977 2.092 -6.416 0.0 0.0 0.0 0.09
H -5.454 1.345 1.489 0.0 0.0 0.0 0.09
H 6.971 0.268 -4.173 0.0 0.0 0.0 0.10
C 1.107 4.464 1.850 0.1 0.1 0.0 -0.06
O -3.125 6.391 0.944 0.0 -0.1 0.0 0.06
C -2.690 1.437 5.164 0.0 0.0 0.0 -0.10
C 3.383 4.562 1.064 0.1 0.0 0.0 -0.08
H -4.065 4.201 1.853 0.0 0.0 0.0 0.17
C 3.042 -1.173 -6.129 0.0 0.0 0.1 -0.06
N -2.241 -2.053 -3.046 -0.2 0.2 -0.2 -0.09
H -0.874 0.951 2.353 0.1 0.0 0.1 0.06
N -2.986 2.016 -0.157 -0.1 -0.3 0.1 0.12
C 2.874 -0.066 1.165 -0.1 0.2 -0.2 -0.33
H 5.292 -0.082 3.518 0.0 0.0 0.0 0.10
H -3.079 -2.897 4.084 0.0 -0.1 0.0 0.05
Te -0.727 -2.093 2.391 0.4 -0.2 0.5 1.49
H 1.879 -1.790 0.381 -0.1 0.0 0.1 0.09
C 1.761 3.107 -4.976 0.0 0.0 -0.1 -0.29
H 3.359 1.409 -2.219 0.0 0.0 0.1 0.04
N -3.659 3.666 1.103 0.1 0.0 -0.1 0.18
C -1.416 1.629 -5.852 0.1 -0.1 0.0 -0.05
H -3.598 -5.916 2.325 0.0 0.0 0.0 0.10
H 1.152 -0.166 3.549 0.0 0.1 0.0 0.04
H 4.006 -3.877 7.245 0.0 0.0 0.0 0.07
C -6.036 -3.571 2.251 -0.1 0.1 0.0 -0.10
H -2.828 -3.955 -2.702 0.0 0.0 0.0 0.06
C -2.978 0.110 5.449 0.0 0.1 0.0 -0.06
C -3.454 -4.015 1.350 -0.1 0.0 0.0 -0.10
C 2.618 -1.428 1.083 0.1 0.0 -0.1 -0.12
C 1.609 4.667 -2.654 0.1 0.1 0.1 -0.08
H 1.006 2.865 -1.692 -0.2 0.1 0.1 0.06
H 4.799 -2.507 3.429 0.0 0.0 0.0 0.11
H -4.335 1.647 2.831 0.0 -0.1 0.1 0.07
H -7.053 -3.399 2.584 0.0 0.0 0.0 0.09
H 3.099 -3.362 1.869 0.0 0.0 0.0 0.11
H 2.647 -3.697 8.347 0.0 0.0 0.0 0.07
O -2.133 6.160 -1.036 0.1 0.1 -0.2 0.11
H 4.094 2.813 0.033 0.0 0.0 0.0 0.11
H -1.466 -3.501 -1.940 0.0 0.0 0.0 0.05
O 0.462 0.571 0.325 -0.2 0.0 -0.1 -0.63
C 0.068 -1.819 -5.192 0.0 0.1 0.0 -0.21
H -2.280 -1.910 -4.048 0.1 0.0 0.0 0.04
C 2.071 4.466 -4.995 0.0 0.0 0.0 -0.05
O -1.648 4.240 -2.599 0.1 -0.2 0.0 0.03
H 2.260 0.075 4.914 0.0 0.0 0.0 0.07
H -1.975 -2.851 5.458 0.0 -0.1 0.0 0.08
H 1.522 5.262 -1.754 0.0 0.0 0.0 0.11
C -1.066 0.168 -5.952 0.0 0.1 0.0 -0.30
H -1.928 5.406 -1.721 0.0 0.1 0.1 0.06
H 2.385 6.166 2.078 0.0 0.0 0.0 0.10
H -5.907 -5.523 3.135 0.0 0.0 0.0 0.09
H -2.497 1.758 -5.918 0.0 0.0 0.0 0.09
C -0.218 -5.094 3.642 0.0 0.0 0.1 -0.10
H 5.642 -0.908 -5.879 0.0 0.0 0.0 0.10
H 2.891 -5.227 7.494 0.0 0.0 0.0 0.07
H -2.449 -0.159 -7.558 0.0 0.0 0.0 0.11
C -1.822 3.145 -2.018 -0.1 0.2 0.1 -0.57
H -3.981 0.369 1.644 0.0 0.0 0.0 0.06
C 1.985 5.247 -3.854 0.0 0.0 0.0 -0.08
Hg -1.731 -0.029 -1.007 0.0 0.9 -0.4 1.14
S 1.872 0.942 0.026 0.3 0.2 0.8 0.93
C 2.958 -4.144 7.400 0.0 0.1 0.0 -0.06
C 5.890 0.256 -4.108 0.0 0.0 0.0 -0.10
H 3.659 -1.163 -7.028 0.0 0.0 0.0 0.08
H -1.085 2.056 -4.907 -0.1 0.1 0.0 0.04
H -1.716 2.785 3.807 0.0 0.0 -0.1 0.10
C 4.266 -1.819 2.785 0.0 0.0 0.0 -0.08
H 1.553 2.875 -7.104 0.0 0.0 0.0 0.08
H -3.059 2.222 5.812 0.0 0.0 0.0 0.10
C -5.398 -4.766 2.553 0.0 0.0 0.1 -0.11
C 3.273 3.271 0.572 0.0 0.0 -0.1 -0.10
```
Positions in Å, forces in eV/Å.

Computed properties:
Net charge: -1
Orbital gap in eV: 6.83

---

Energy relative to the best compared isomer or geometry (same formula, charge and spin) across the listed records, respectively: 0.5812; 1.8306; 4.9167; 0.0000 eV.
HOMO level across the listed records, respectively: -12.915; -9.894; -7.457; -4.725 eV.
Maximum force across the listed records, respectively: 2.11; 0.77; 3.18; 0.96 eV/A.